Record 1
C6H12N5O2 | ωB97M-V with the def2-TZVPD basis set

Each line ends with the natural charge from an NBO analysis.
CARTESIAN COORDINATES (ANGSTROEM)
1 H 0.88860 3.80950 -1.36998  0.36
2 N 0.68233 2.91688 -0.97050  -0.73
3 C 1.65763 2.18524 -0.70725  0.49
4 N 2.96322 2.32647 -0.62272  -0.80
5 C 1.11623 0.61507 -0.43514  -0.11
6 N -0.12251 0.23395 -1.06741  -0.40
7 N -0.83655 -0.64113 -0.38934  -0.04
8 C -2.11176 -1.05630 -1.04713  -0.45
9 C -0.39631 -1.03372 0.76230  0.33
10 C -0.92659 -2.01604 1.65588  -0.71
11 C 0.76095 -0.02269 0.93372  -0.18
12 N 1.99779 -0.68262 1.64780  0.56
13 O 3.07359 -0.19808 1.46434  -0.33
14 O 1.72101 -1.63901 2.32243  -0.36
15 H 3.54297 1.53450 -0.57953  0.41
16 H 3.35001 3.21913 -0.92569  0.42
17 H 1.99152 0.01968 -0.90870  0.20
18 H -0.33469 0.66902 -1.93096  0.45
19 H -2.93372 -0.52043 -0.59062  0.25
20 H -2.13772 -0.72764 -2.05596  0.24
21 H -2.49384 -2.07271 -0.94407  0.26
22 H -0.10323 -2.80362 1.85731  0.31
23 H -1.78810 -2.45563 1.23589  0.24
24 H -1.03833 -1.74591 2.75805  0.30
25 H 0.37553 0.72803 1.73570  0.28

Properties
**Multiplicity**: 1
**Electronic energy**: -17950.0676 eV
**HOMO level**: -13.17 eV
**E_LUMO**: -3.797 eV
**Total charge**: +1
**Orbital gap**: 9.37 eV
**SMILES**: [H]/N=C(\N)[C@@H]1N[N+](C)=C(C)[C@H]1[N+](=O)[O-]

---

Record 2
C16H20O2 | ωB97M-V with the def2-TZVPD basis set

Each line ends with the natural charge from an NBO analysis.
CARTESIAN COORDINATES (ANGSTROEM)
1 C 0.06631 -0.67389 1.79052  -0.48
2 C 0.94463 -1.16083 2.94070  -0.63
3 C 0.07002 0.80312 1.55973  0.21
4 C -0.98994 1.36567 0.80742  -0.14
5 C 1.08061 1.63805 2.13243  -0.18
6 C -1.17415 2.71539 0.74933  -0.26
7 C 0.90185 2.97395 2.09383  -0.20
8 C -0.24236 3.52421 1.44732  0.45
9 O -0.29050 4.83476 1.42142  -0.55
10 H 0.40312 -1.12137 0.84836  0.28
11 H -0.95484 -0.99117 2.01912  0.25
12 H 0.96053 -0.57521 3.85125  0.22
13 H -1.80505 0.76712 0.42851  0.25
14 H 1.95327 1.13778 2.52762  0.26
15 H -2.17307 3.04096 0.49317  0.25
16 H 1.63875 3.68957 2.43427  0.26
17 H -1.03118 5.18942 0.88169  0.52
18 H 1.99711 -1.23696 2.64823  0.22
19 H 0.68153 -2.17102 3.23983  0.24
20 C -0.31030 -3.06665 -1.11802  -0.43
21 C -1.72054 -3.62087 -1.33998  -0.61
22 C -0.00060 -1.65973 -1.59915  -0.03
23 C -0.95885 -0.75125 -2.01281  -0.21
24 C 1.32957 -1.26523 -1.65252  -0.20
25 C -0.62054 0.51728 -2.46485  -0.26
26 C 1.68867 0.01419 -2.07550  -0.25
27 C 0.71440 0.88681 -2.51291  0.26
28 O 1.07033 2.11712 -3.04639  -0.69
29 H -0.07935 -3.10257 -0.05287  0.20
30 H 0.41034 -3.75681 -1.57132  0.23
31 H -2.17292 -3.97461 -0.42374  0.22
32 H -2.00476 -1.01568 -1.98570  0.22
33 H 2.14692 -1.87722 -1.29645  0.22
34 H -1.36140 1.13601 -2.95893  0.23
35 H 2.73215 0.31067 -2.08655  0.23
36 H 1.25958 2.71214 -2.30796  0.47
37 H -1.77387 -4.46551 -2.03472  0.23
38 H -2.38546 -2.88764 -1.77439  0.20

Properties
**Multiplicity**: 2
**Electronic energy**: -21003.1769 eV
**HOMO level (alpha / beta)**: -11.67 / -11.66 eV
**E_LUMO (alpha / beta)**: -3.584 / -7.163 eV
**Total charge**: +1
**Orbital gap (alpha / beta)**: 8.09 / 4.50 eV

---

Record 3
C18H16LiS2 | ωB97M-V with the def2-TZVPD basis set

Each line ends with the natural charge from an NBO analysis.
CARTESIAN COORDINATES (ANGSTROEM)
1 C 1.56996 2.91303 0.84835  -0.36
2 C 0.38711 2.88563 1.59911  -0.20
3 C -0.74227 2.25331 1.09182  -0.31
4 C -0.68847 1.60541 -0.15662  0.04
5 C -1.79447 0.78086 -0.60337  -0.69
6 S -1.83601 0.13311 -2.19522  0.19
7 C -3.64416 -0.13503 -2.31205  -0.54
8 C -4.25219 -0.24159 -0.92413  -0.54
9 S -3.24885 0.67302 0.30193  0.20
10 C 0.48808 1.68417 -0.92655  -0.31
11 C 1.61752 2.30756 -0.41192  -0.21
12 H 2.45508 3.41249 1.24648  0.18
13 H 0.34693 3.35539 2.58215  0.19
14 H -1.66682 2.22461 1.67526  0.20
15 H -4.07468 0.70354 -2.87540  0.20
16 H -3.78303 -1.05662 -2.88924  0.21
17 H -5.25690 0.19821 -0.88891  0.21
18 H -4.31002 -1.28521 -0.58901  0.20
19 H 0.51077 1.22937 -1.91997  0.20
20 H 2.53917 2.32405 -0.99798  0.19
21 C 0.99850 -0.82817 2.39332  -0.35
22 Li 2.17981 -3.30780 0.34045  0.95
23 C -0.37221 -1.09482 2.16693  -0.22
24 C -0.53987 -1.47297 0.81707  -0.33
25 C 0.74582 -1.50075 0.18885  -0.11
26 C 1.71769 -1.11278 1.18517  -0.17
27 C 3.07941 -1.13231 0.85230  -0.24
28 C 3.47271 -1.59691 -0.40367  -0.39
29 C 2.51824 -1.94634 -1.37839  -0.40
30 C 1.15692 -1.86760 -1.10023  -0.27
31 H 1.47648 -0.52343 3.31956  0.20
32 H -1.16520 -1.02355 2.90736  0.21
33 H -1.45774 -1.78008 0.32612  0.21
34 H 3.80081 -0.76086 1.58372  0.21
35 H 4.53216 -1.66217 -0.64643  0.21
36 H 2.85382 -2.28177 -2.36166  0.21
37 H 0.38590 -2.07300 -1.84520  0.23

Properties
**Multiplicity**: 1
**Electronic energy**: -40800.2853 eV
**HOMO level**: -0.83 eV
**E_LUMO**: 1.388 eV
**Total charge**: -1
**Orbital gap**: 2.21 eV

---

Record 4
C16H48ClN4O10 | ωB97M-V with the def2-TZVPD basis set

Each line ends with the Mulliken charge.
CARTESIAN COORDINATES (ANGSTROEM)
1 Cl 10.45588 -0.78140 23.55300  1.64
2 O 10.32464 -0.44000 22.13215  -0.69
3 O 9.09224 -0.91232 24.03296  -0.64
4 O 11.14063 -2.04801 23.65932  -0.87
5 O 11.14294 0.21563 24.29382  -0.67
6 O 6.35048 -1.65970 25.47580  -0.72
7 H 7.13454 -1.15833 25.74577  0.40
8 H 6.54749 -1.95341 24.57876  0.31
9 O 13.86102 0.45715 23.26219  -0.76
10 H 13.61751 0.96356 22.46758  0.42
11 H 12.99053 0.19018 23.58701  0.34
12 C 12.45385 -5.32104 22.49559  -1.53
13 C 11.56179 -5.01916 21.31255  0.42
14 C 10.11882 -5.43823 21.65744  -0.58
15 O 9.29309 -5.30164 20.50576  -0.34
16 C 7.97091 -5.74317 20.75214  -0.79
17 N 11.53487 -3.55826 21.10772  -0.55
18 H 13.50421 -5.07147 22.33503  0.39
19 H 12.54423 -6.39897 22.69113  0.42
20 H 12.10196 -4.89215 23.43420  0.29
21 H 11.92230 -5.51808 20.41290  0.27
22 H 9.68994 -4.79500 22.43157  0.23
23 H 10.10342 -6.47005 22.03989  0.44
24 H 8.00313 -6.83311 20.65408  0.34
25 H 7.29728 -5.33188 20.00170  0.25
26 H 7.57221 -5.44183 21.72389  0.32
27 H 10.66635 -3.38991 20.60131  0.28
28 H 11.34667 -3.09433 21.99903  0.29
29 C 6.59139 0.43878 21.62756  -1.29
30 C 6.94935 -0.56727 20.51620  0.54
31 C 7.94679 0.00059 19.52646  0.10
32 O 7.65989 1.29733 19.02911  -0.15
33 C 6.52936 1.32399 18.16439  -0.98
34 N 7.45735 -1.76969 21.18558  -0.63
35 H 5.92918 0.01072 22.37837  0.38
36 H 5.99608 1.21622 21.13971  0.35
37 H 7.48834 0.82248 22.11133  0.13
38 H 6.03116 -0.83154 19.97629  0.37
39 H 8.07116 -0.64726 18.64865  0.45
40 H 8.86279 0.01571 20.12929  -0.49
41 H 6.21946 0.35294 17.78298  0.39
42 H 6.83912 1.99513 17.35661  0.27
43 H 5.71302 1.86824 18.64857  0.30
44 H 7.98514 -2.32080 20.50040  0.20
45 H 8.23488 -1.50751 21.79167  0.03
46 C 12.54069 0.28801 19.53639  -1.10
47 C 12.22904 1.75011 19.88740  0.23
48 C 10.97209 2.29094 19.21122  0.05
49 O 10.66280 3.55877 19.76882  -0.38
50 C 9.35870 3.95203 19.43495  -0.54
51 N 12.14538 1.81225 21.36455  -0.39
52 H 11.91189 -0.40773 20.09344  0.06
53 H 13.57127 -0.03571 19.65575  0.34
54 H 12.29012 0.18404 18.47223  0.38
55 H 13.04371 2.42539 19.60181  0.39
56 H 10.15177 1.57793 19.35094  -0.37
57 H 11.18159 2.42008 18.14393  0.44
58 H 9.19876 3.98313 18.35030  0.27
59 H 9.12364 4.93944 19.83065  0.32
60 H 8.61416 3.25979 19.84512  0.11
61 H 11.86653 2.76029 21.60411  0.28
62 H 11.35768 1.19267 21.56422  0.03
63 C 8.79705 0.79934 29.31806  -1.47
64 C 8.71065 1.06084 27.81124  0.66
65 C 9.97150 1.60932 27.18967  -0.84
66 O 10.57007 2.69522 27.95565  -0.42
67 C 11.70886 3.19752 27.29543  -0.68
68 N 8.50012 -0.32324 27.23809  -0.71
69 H 7.77163 0.72165 29.68448  0.40
70 H 9.22321 1.71007 29.75825  0.30
71 H 9.34659 -0.04088 29.73718  0.40
72 H 7.83040 1.66610 27.60411  0.27
73 H 9.82714 2.07727 26.21320  0.45
74 H 10.77814 0.87431 27.12289  0.30
75 H 11.52261 3.42277 26.24007  0.26
76 H 12.52885 2.47687 27.35844  0.31
77 H 11.98273 4.13589 27.77519  0.26
78 H 9.10706 -0.92656 27.77858  0.23
79 H 8.94305 -0.33460 26.31337  0.29

Properties
**Multiplicity**: 1
**Electronic energy**: -56321.6527 eV
**HOMO level**: -6.49 eV
**E_LUMO**: 2.592 eV
**Total charge**: -1
**Orbital gap**: 9.08 eV

---

Question: Look up the multiplicity of the first one.
Answer: 1

---

Question: Number 1 is which compound?
Answer: C6H12N5O2

---

Question: What is the electronic energy in the first record?
Answer: -17950.0676 eV

---

Question: Number 3 is which compound?
Answer: C18H16LiS2